Computed, not measured: a molecular structure, C20H38Ba2NO10 in a non-equilibrium geometry, with ωB97M-V/def2-TZVPD.

Properties
Charge: +3
Gap between HOMO and LUMO, eV: 3.18
HOMO level, eV: -13.9
Electronic energy, eV: -44678.6832

Element x y z (Å)
Ba 9.110661 -12.482619 8.866708
Ba 10.472721 -16.461804 10.704707
C 9.716233 -12.484944 13.420262
C 9.942380 -12.614677 11.918418
O 10.060346 -13.704150 11.343370
O 10.217048 -11.559621 11.244944
H 9.296918 -13.327518 13.970121
H 9.028190 -11.670987 13.648696
H 10.711422 -12.204175 13.765048
C 13.855873 -8.975900 12.447212
C 12.777518 -9.511907 13.073752
C 12.606610 -9.454699 14.468776
C 13.706965 -9.006692 15.188155
C 14.829747 -8.522435 14.579597
C 14.903284 -8.493596 13.167372
N 13.647614 -9.041546 16.701027
O 12.588703 -8.988291 17.220324
O 14.711967 -8.988661 17.308782
H 13.851912 -8.985370 11.367254
H 11.905855 -9.890005 12.560289
H 11.731533 -9.717031 15.044817
H 15.595537 -8.003228 15.136727
H 15.825533 -8.259893 12.656247
C 8.869254 -8.220814 14.349818
O 8.469805 -8.287677 15.639643
C 8.853019 -7.165749 16.468121
C 8.027870 -7.239244 17.827212
O 6.759829 -7.934596 17.829127
C 6.772469 -9.355202 17.786676
H 9.940669 -8.250410 14.151585
H 8.233210 -7.529754 13.796661
H 8.651003 -9.137911 13.802649
H 8.617731 -6.240864 15.941513
H 9.931195 -7.137566 16.625711
H 7.908327 -6.217453 18.187417
H 8.755018 -7.613726 18.547726
H 7.222820 -9.611218 16.827641
H 5.818387 -9.865091 17.920291
H 7.407921 -9.849291 18.521637
C 11.844422 -9.939515 8.861690
O 10.721780 -10.417594 8.247430
C 9.854049 -9.397521 7.800173
C 8.930770 -8.898324 8.864144
O 8.332663 -10.035094 9.448949
C 7.514903 -9.765199 10.547890
H 12.287618 -10.565255 9.636374
H 11.548099 -9.091480 9.479043
H 12.588464 -9.576597 8.152615
H 9.209198 -9.717658 6.981767
H 10.429899 -8.563058 7.399945
H 8.253635 -8.177893 8.405256
H 9.527257 -8.368369 9.606740
H 8.030641 -9.196974 11.321999
H 7.269887 -10.640755 11.149112
H 6.515996 -9.415628 10.286945
C 7.983773 -16.694572 13.705172
O 9.266361 -16.140228 13.425692
C 10.269097 -16.454630 14.322233
C 11.420130 -15.479651 14.227564
O 11.903854 -15.633399 12.887889
C 12.938305 -14.746636 12.775856
H 7.324975 -16.199232 12.991918
H 7.581536 -16.509047 14.701101
H 8.054137 -17.758401 13.478436
H 10.464678 -17.520872 14.208340
H 9.790977 -16.387510 15.299466
H 12.151399 -15.772099 14.981095
H 11.045651 -14.470084 14.396765
H 12.527585 -13.737203 12.754709
H 13.452864 -14.827284 11.818346
H 13.681444 -14.631898 13.564954

Forces on atoms 1 to 2 (eV/Å):
Ba 0.6 1.8 1.0
Ba 0.2 0.9 2.2

Mulliken atomic charge list, values in e, 5 entries: Ba 1.80; Ba 1.82; C -0.80; C 0.48; O -0.63

Computed, not measured: C2H2N2O6S2 in the gas phase in a non-equilibrium geometry, with ωB97M-V/def2-TZVPD.

Properties
Gap between HOMO and LUMO, eV: 8.15
HOMO level, eV: -9.1
Electronic energy, eV: -39031.7788

Element x y z (Å)
C -0.419270 -0.753255 -0.504206
C -0.236101 1.709722 -0.240732
N -0.974897 -1.444291 0.405118
N -1.379018 1.984398 -0.414158
O 1.733368 -1.723218 0.420635
O 1.774935 0.098593 -1.293942
O 0.947530 2.048301 -0.014156
O 3.305997 1.175989 0.431406
O -2.203775 -1.240779 0.911872
O -2.466633 1.477012 -0.532209
S 1.122336 -1.353661 -0.855769
S 2.019740 0.727965 0.286421
H -0.551822 -2.092000 1.082300
H -2.672388 -0.614773 0.317424

Forces on atoms 1 to 2 (eV/Å):
C -2.1 0.3 0.0
C -2.4 0.3 -0.6

Mulliken atomic charge list, values in e, 5 entries: C -0.21; C 0.51; N 0.12; N 0.30; O -0.57

Computed, not measured: 2 unconnected molecules or ions with the total composition C3H2BrClO2 in a non-equilibrium geometry, with ωB97M-V/def2-TZVPD.

Properties
Gap between HOMO and LUMO (alpha / beta), eV: 7.97 / 8.06
HOMO level (alpha / beta), eV: -8.5 / -8.5
Electronic energy, eV: -89799.2941

Element x y z (Å)
C 0.078753 1.024128 -1.910931
C 0.255146 0.200591 0.355413
C -0.196155 -1.067504 1.317751
O 0.137009 0.406865 -2.914805
O 0.947385 1.119065 0.655233
Cl 0.360472 2.579050 -1.589799
Br -1.723499 -1.881994 0.352769
H 0.651166 -1.593760 1.385016
H -0.510278 -0.786442 2.349354

Forces on atoms 1 to 2 (eV/Å):
C -0.4 -4.6 -0.1
C 0.5 1.4 -0.1

Mulliken atomic charge list, values in e, 5 entries: C 0.43; C 0.23; C -0.49; O -0.33; O -0.38

Computed, not measured: 2 unconnected molecules or ions with the total composition C4H13NO in a non-equilibrium geometry, with ωB97M-V/def2-TZVPD.

Properties
Gap between HOMO and LUMO, eV: 9.32
HOMO level, eV: -8.6
Electronic energy, eV: -7895.2555

Element x y z (Å)
C -1.272491 -0.847375 0.402254
N -0.518115 0.159371 -0.469468
C -0.606154 1.509337 0.111035
C 0.191763 2.500004 -0.786164
C -0.930965 -2.280814 -0.068181
H -0.954716 -0.815774 1.396738
H -2.362872 -0.653799 0.340512
H 0.464811 -0.093411 -0.558346
H -1.586817 1.834976 0.183862
H -0.210955 1.578863 1.299814
H -0.102697 3.520401 -0.378504
H 1.224257 2.434120 -0.725448
H -0.138435 2.472413 -1.888875
H 0.086896 -2.448624 -0.169697
H -1.282790 -2.700642 -1.009965
H -1.422041 -2.918186 0.636580
H 2.242667 -1.635814 0.986462
H 2.914464 -0.330021 1.211486
O 2.557765 -0.830876 0.500999

Forces on atoms 1 to 2 (eV/Å):
C 0.8 0.0 -3.9
N -1.5 -0.1 1.7

Mulliken atomic charge list, values in e, 5 entries: C -0.32; N -0.41; C -0.39; C -1.10; C -1.25

Computed, not measured: a molecular structure, C38H43CdN9O2S2 in a non-equilibrium geometry, with ωB97M-V/def2-TZVPD.

Properties
Gap between HOMO and LUMO, eV: 8.40
HOMO level, eV: -8.2
Electronic energy, eV: -83842.9758

Element x y z (Å)
Cd -5.219896 -21.079422 7.283168
N -6.867358 -27.393615 12.158923
C -6.210732 -26.596726 11.215114
C -4.905941 -26.130514 11.356400
C -4.356322 -25.416465 10.277687
C -5.029880 -25.240824 9.092335
C -6.270182 -25.871879 8.931856
C -6.874516 -26.485596 10.005344
S -4.252622 -24.630123 7.600211
O -5.233091 -24.746798 6.549407
O -3.067663 -25.408045 7.390292
N -4.008951 -23.019608 7.771922
C -3.096741 -22.499852 8.586896
N -3.173568 -21.191558 8.734115
C -2.208288 -20.652934 9.483974
C -1.208960 -21.411137 10.030643
C -1.289542 -22.799855 9.889222
N -2.267444 -23.360077 9.201498
H -6.177590 -27.859328 12.703408
H -7.631193 -28.021316 11.918581
H -4.342343 -26.378042 12.329485
H -3.298344 -25.065095 10.337601
H -6.688536 -25.857215 7.952174
H -7.846842 -26.970979 9.976753
H -2.184366 -19.562304 9.569812
H -0.367576 -21.076141 10.693593
H -0.580062 -23.446360 10.442828
N -10.474691 -19.117354 1.152092
C -10.201116 -18.112940 1.652007
C -9.975548 -16.968701 2.506685
C -10.611171 -16.976771 3.781714
C -10.350120 -16.000659 4.696323
C -9.450535 -15.008377 4.375149
C -8.801641 -14.969623 3.154698
C -9.011625 -15.969683 2.241613
H -11.384343 -17.672593 3.957186
H -10.876956 -16.028551 5.723727
H -9.116643 -14.301677 5.110336
H -8.100987 -14.172992 2.856263
H -8.459964 -16.069938 1.342850
N -4.887813 -14.435011 3.976206
C -4.814120 -15.362424 4.659831
C -4.789388 -16.601958 5.410408
C -6.009194 -17.268707 5.417903
C -6.156029 -18.492862 5.994481
C -5.046024 -19.158642 6.467152
C -3.797374 -18.438408 6.462734
C -3.652223 -17.182390 5.954147
H -6.778873 -16.616781 5.132551
H -7.128557 -18.964103 6.103516
H -2.965370 -18.964129 6.872624
H -2.799939 -16.575768 6.003297
C -8.719226 -22.010952 -0.266165
C -7.260954 -22.328519 0.027168
C -6.254183 -21.164367 0.326292
C -6.675240 -20.133466 1.423269
N -7.176809 -20.720654 2.646766
C -6.465521 -21.406239 3.621916
S -7.315140 -21.987654 4.970203
N -5.157153 -21.515958 3.496909
C -4.435098 -22.575049 4.186638
C -3.046783 -22.647167 3.678900
C -2.232273 -23.762073 4.402264
C -2.627439 -25.152087 3.889188
H -9.376464 -22.960661 -0.109036
H -8.854069 -21.472033 -1.206309
H -9.060353 -21.359303 0.544429
H -6.860342 -22.734074 -0.878362
H -7.119444 -23.135642 0.730615
H -5.994934 -20.587445 -0.642249
H -5.303122 -21.609558 0.613402
H -7.496724 -19.561668 1.001697
H -5.805536 -19.487297 1.641872
H -7.984085 -20.282633 3.019005
H -4.670485 -20.997998 2.821748
H -4.954798 -23.526613 4.160075
H -4.397376 -22.292120 5.263128
H -2.476213 -21.726333 3.881475
H -3.009320 -22.913380 2.593783
H -2.405340 -23.686777 5.445165
H -1.157482 -23.582986 4.215614
H -3.590301 -25.482645 4.301997
H -1.885066 -25.890581 4.216971
H -2.618683 -25.170083 2.801475
C -8.541878 -23.554911 10.406856
C -8.831213 -23.375697 9.042424
C -7.947512 -22.547698 8.386248
N -6.841285 -21.992130 8.905865
C -6.542536 -22.209698 10.211465
C -7.377492 -22.977404 10.983196
H -9.168897 -24.245929 10.986163
H -9.683890 -23.801988 8.462984
H -8.082351 -22.359826 7.325468
H -5.583626 -21.844086 10.612197
H -7.299655 -23.160950 12.028019

Forces on atoms 1 to 2 (eV/Å):
Cd -0.3 -1.2 0.4
N 0.5 0.4 0.9

Mulliken atomic charge list, values in e, 5 entries: Cd 0.64; N -0.60; C 1.15; C -0.99; C 0.00

Computed, not measured: C2H7N3O in the gas phase, with ωB97M-V/def2-TZVPD.

Properties
Gap between HOMO and LUMO (alpha / beta), eV: 6.95 / 8.61
HOMO level (alpha / beta), eV: -7.8 / -8.7
Electronic energy, eV: -8700.8423

Element x y z (Å)
C 0.351053 0.368878 0.353805
N 0.398644 -0.413676 -0.894929
N 0.748529 -1.647345 -0.670376
N 0.668802 1.741760 0.243532
C -1.224962 0.155696 0.437800
O -1.992485 1.146751 0.598635
H -1.285861 -0.331927 -0.686014
H 0.936380 -0.134874 1.133503
H 0.857945 -2.011102 0.274292
H 0.640230 -2.304183 -1.429468
H 1.449439 1.950391 -0.361168
H -0.157577 2.287361 0.020440
H -1.390138 -0.807730 0.979949

Forces on atoms 1 to 2 (eV/Å):
C -0.3 -0.2 -0.1
N 0.0 0.2 0.1

Mulliken atomic charge list, values in e, 5 entries: C 0.05; N -0.32; N -0.20; N -0.58; C -0.19

Computed, not measured: a molecular structure, C12H18F9KO6 in a non-equilibrium geometry, with ωB97M-V/def2-TZVPD.

Properties
Charge: -2
Gap between HOMO and LUMO, eV: 6.43
HOMO level, eV: -1.8
Electronic energy, eV: -65801.3135

Element x y z (Å)
K -0.314257 -1.632038 0.390025
C 1.424620 -0.807182 3.784210
O 1.372471 0.367357 3.010244
O 1.331798 -1.853841 2.868467
C 2.652352 -0.677516 4.809523
F 3.784537 -0.811573 4.060249
F 2.574218 0.602741 5.331896
F 2.641319 -1.551723 5.782452
C 0.404592 1.479130 3.189514
C 0.028121 2.406105 1.987320
H -0.361602 3.395755 2.225651
H 0.923413 2.550241 1.382534
H -0.534929 1.992963 1.150423
H 0.969751 2.160030 3.825952
H -0.404803 1.239078 3.878980
H 0.533250 -0.690975 4.400697
C -4.027045 -2.797264 -0.296582
O -3.854770 -1.474849 -0.873155
O -2.885266 -3.123205 0.468231
C -5.396722 -2.539174 0.394934
F -5.278043 -1.782596 1.510155
F -6.382914 -1.962553 -0.328996
F -6.000047 -3.667570 0.724639
C -2.791800 -1.300250 -1.823075
C -2.884741 0.209433 -1.877139
H -2.190981 0.592005 -2.625756
H -3.944807 0.379454 -2.065452
H -2.547890 0.668890 -0.947880
H -2.966432 -1.643542 -2.842756
H -1.754119 -1.546098 -1.597530
H -4.067921 -3.524699 -1.107299
C 2.209630 -0.406710 -2.488030
O 2.651635 0.788447 -1.842393
O 1.968367 -1.260706 -1.382744
C 1.000581 -0.131087 -3.521005
F 0.239008 -1.168893 -3.657415
F 0.165303 0.883746 -3.149052
F 1.459114 0.194152 -4.705820
C 3.702136 1.543328 -2.345680
C 3.693995 2.959806 -1.847482
H 4.176343 3.287070 -0.926427
H 4.258365 3.527614 -2.587198
H 2.678023 3.353077 -1.882888
H 4.060288 1.481916 -3.373329
H 4.642333 1.100191 -2.017401
H 3.043527 -0.808484 -3.063613

Forces on atoms 1 to 2 (eV/Å):
K 0.7 -0.2 0.5
C -1.9 -2.4 -2.2

Mulliken atomic charge list, values in e, 5 entries: K 0.86; C -0.09; O -0.21; O -0.84; C 0.77